{"formula": "C31H34IrN7O4", "method": "ωB97M-V with the def2-TZVPD basis set", "symbols": ["Ir", "O", "N", "O", "C", "C", "C", "C", "C", "C", "N", "C", "C", "N", "C", "C", "C", "C", "H", "H", "H", "H", "H", "H", "H", "C", "C", "N", "O", "C", "C", "N", "O", "H", "H", "H", "H", "H", "H", "H", "C", "N", "C", "C", "C", "C", "C", "C", "C", "C", "H", "H", "H", "H", "H", "H", "H", "H", "H", "H", "H", "H", "H", "N", "C", "C", "C", "C", "C", "C", "H", "H", "H", "H", "H", "H", "H"], "xyz": [[0.128, 0.010, -0.065], [6.826, 0.403, 2.711], [5.934, 0.457, 3.534], [6.103, 0.561, 4.728], [4.550, 0.376, 3.077], [3.594, 0.343, 4.057], [2.226, 0.212, 3.749], [1.233, 0.163, 4.752], [-0.069, -0.044, 4.380], [-0.378, -0.177, 3.025], [0.523, -0.070, 2.057], [1.813, 0.113, 2.402], [2.808, 0.185, 1.372], [2.394, 0.103, 0.099], [3.243, 0.183, -0.906], [4.603, 0.368, -0.693], [5.072, 0.434, 0.597], [4.184, 0.325, 1.689], [3.909, 0.413, 5.089], [1.522, 0.286, 5.786], [-0.855, -0.114, 5.116], [-1.396, -0.390, 2.725], [2.831, 0.110, -1.902], [5.272, 0.465, -1.533], [6.121, 0.574, 0.791], [0.253, 1.572, -4.109], [0.236, 1.349, -2.639], [0.006, 0.148, -2.114], [-0.225, -0.875, -3.034], [0.445, 2.390, -1.698], [0.782, 3.803, -2.052], [0.380, 1.987, -0.446], [0.553, 2.638, 0.609], [0.584, 0.680, -4.635], [0.896, 2.407, -4.373], [-0.758, 1.795, -4.454], [0.606, -1.358, -3.167], [0.106, 4.187, -2.814], [1.803, 3.852, -2.436], [0.718, 4.425, -1.162], [-3.417, -2.613, 0.501], [-3.380, -2.874, -0.953], [-3.637, -4.309, -1.224], [-2.121, -2.328, -1.592], [-0.848, -2.880, -1.003], [-0.501, -4.198, -1.313], [0.609, -4.799, -0.754], [1.377, -4.080, 0.145], [1.090, -2.744, 0.382], [-0.005, -2.090, -0.202], [-4.304, -3.066, 0.940], [-3.441, -1.542, 0.684], [-2.529, -3.034, 0.967], [-4.149, -2.358, -1.389], [-2.948, -4.924, -0.651], [-3.525, -4.522, -2.285], [-4.651, -4.561, -0.920], [-2.133, -1.246, -1.453], [-2.168, -2.541, -2.660], [-1.095, -4.755, -2.023], [0.868, -5.815, -1.012], [2.221, -4.541, 0.639], [1.762, -2.217, 1.045], [-2.066, 1.109, 0.490], [-2.562, 2.344, -0.032], [-2.501, 3.490, 0.754], [-3.039, 4.678, 0.292], [-3.629, 4.732, -0.964], [-3.680, 3.591, -1.753], [-3.148, 2.399, -1.293], [-2.741, 0.365, 0.365], [-1.863, 1.235, 1.476], [-2.023, 3.443, 1.724], [-3.019, 5.558, 0.919], [-4.035, 5.663, -1.331], [-4.159, 3.632, -2.720], [-3.186, 1.509, -1.909]], "lowdin_charge": [1.376, 0.103, -0.328, 0.120, -0.040, 0.099, -0.098, 0.052, 0.000, -0.086, -0.019, -0.136, -0.137, 0.036, -0.066, 0.014, 0.059, -0.025, 0.143, 0.140, 0.125, 0.112, 0.122, 0.128, 0.116, 0.027, -0.251, -0.158, -0.043, -0.290, 0.003, -0.293, -0.078, 0.089, 0.095, 0.114, 0.130, 0.090, 0.094, 0.085, 0.017, -0.165, 0.009, -0.106, -0.291, -0.059, -0.064, -0.065, -0.133, -0.254, 0.116, 0.085, 0.114, 0.188, 0.107, 0.115, 0.115, 0.091, 0.138, 0.110, 0.115, 0.113, 0.071, 0.069, -0.314, -0.030, -0.050, -0.060, -0.067, -0.045, 0.068, 0.070, 0.118, 0.118, 0.115, 0.112, 0.106], "e_above_lowest_kj_mol": 246.09, "lumo_ev": -6.21, "total_energy_ev": -54139.762, "charge": 2, "homo_ev": -13.192}



{"formula": "C31H34N2O7", "method": "ωB97M-V with the def2-TZVPD basis set", "symbols": ["C", "O", "C", "C", "C", "O", "C", "C", "C", "N", "C", "O", "C", "C", "O", "C", "C", "C", "C", "C", "C", "O", "C", "C", "O", "N", "C", "C", "C", "C", "C", "C", "C", "C", "C", "C", "O", "C", "C", "C", "H", "H", "H", "H", "H", "H", "H", "H", "H", "H", "H", "H", "H", "H", "H", "H", "H", "H", "H", "H", "H", "H", "H", "H", "H", "H", "H", "H", "H", "H", "H", "H", "H", "H"], "xyz": [[-5.683, 0.121, -2.814], [-4.325, -0.039, -2.485], [-3.839, 0.570, -1.373], [-4.597, 1.367, -0.520], [-4.000, 1.945, 0.596], [-4.646, 2.748, 1.484], [-6.014, 3.014, 1.290], [-2.651, 1.730, 0.856], [-1.911, 0.914, 0.013], [-0.529, 0.726, 0.259], [-0.013, 0.315, 1.433], [1.171, 0.422, 1.716], [-0.950, -0.395, 2.433], [-0.141, -1.548, 3.047], [0.269, -2.440, 2.038], [-0.713, -2.734, 1.125], [-0.503, -3.782, 0.238], [-1.487, -4.134, -0.665], [-2.698, -3.461, -0.674], [-2.908, -2.404, 0.190], [-1.908, -2.017, 1.072], [-2.129, -0.915, 1.869], [0.377, 1.051, -0.850], [1.027, -0.266, -1.345], [0.578, -0.854, -2.309], [2.071, -0.670, -0.619], [2.817, -1.879, -0.902], [4.055, -1.557, -1.749], [5.064, -0.727, -0.960], [5.478, -1.463, 0.310], [4.256, -1.754, 1.176], [3.220, -2.567, 0.402], [1.367, 2.144, -0.521], [2.555, 2.241, -1.238], [3.463, 3.246, -0.976], [3.193, 4.187, 0.013], [4.114, 5.159, 0.251], [1.994, 4.115, 0.711], [1.089, 3.106, 0.438], [-2.490, 0.344, -1.109], [-5.931, 1.170, -3.009], [-5.834, -0.457, -3.724], [-6.338, -0.268, -2.028], [-5.641, 1.536, -0.723], [-6.307, 3.662, 2.115], [-6.611, 2.097, 1.325], [-6.195, 3.532, 0.343], [-2.209, 2.195, 1.721], [-1.261, 0.307, 3.214], [-0.770, -2.068, 3.783], [0.769, -1.178, 3.521], [0.437, -4.308, 0.280], [-1.311, -4.943, -1.357], [-3.475, -3.747, -1.365], [-3.833, -1.852, 0.196], [-0.262, 1.399, -1.670], [2.305, -0.156, 0.220], [2.148, -2.527, -1.482], [4.518, -2.496, -2.059], [3.742, -1.024, -2.648], [5.941, -0.532, -1.581], [4.622, 0.236, -0.694], [6.198, -0.864, 0.870], [5.964, -2.404, 0.040], [4.556, -2.311, 2.066], [3.815, -0.814, 1.514], [2.336, -2.716, 1.022], [3.638, -3.546, 0.158], [2.769, 1.525, -2.017], [4.388, 3.320, -1.525], [3.804, 5.737, 0.958], [1.768, 4.853, 1.470], [0.159, 3.073, 0.985], [-1.924, -0.290, -1.772]], "nbo_charge": [-0.252, -0.487, 0.336, -0.437, 0.420, -0.506, -0.254, -0.337, 0.198, -0.461, 0.693, -0.640, -0.018, -0.084, -0.489, 0.201, -0.233, -0.208, -0.224, -0.243, 0.271, -0.496, -0.133, 0.683, -0.636, -0.644, -0.056, -0.401, -0.406, -0.396, -0.404, -0.410, -0.080, -0.129, -0.286, 0.300, -0.664, -0.280, -0.165, -0.279, 0.176, 0.204, 0.174, 0.226, 0.202, 0.176, 0.176, 0.220, 0.226, 0.185, 0.225, 0.225, 0.216, 0.215, 0.225, 0.253, 0.440, 0.229, 0.200, 0.212, 0.208, 0.200, 0.206, 0.191, 0.209, 0.197, 0.234, 0.201, 0.211, 0.225, 0.479, 0.204, 0.209, 0.256], "e_above_lowest_kj_mol": 16.47, "lumo_ev": 0.59, "total_energy_ev": -50012.015, "charge": 0, "smiles": "COc1cc(OC)cc(N(C(=O)[C@@H]2COc3ccccc3O2)[C@H](C(=O)NC2CCCCC2)c2ccc(O)cc2)c1", "homo_ev": -8.114}



{"formula": "C31H35AuClN2Si2", "method": "ωB97M-V with the def2-TZVPD basis set", "symbols": ["C", "C", "C", "H", "C", "C", "H", "H", "H", "H", "Au", "Si", "C", "C", "H", "C", "H", "C", "H", "C", "H", "C", "H", "C", "C", "H", "C", "H", "C", "H", "C", "H", "C", "H", "H", "Si", "C", "C", "H", "C", "H", "C", "H", "C", "H", "C", "H", "C", "C", "H", "C", "H", "C", "H", "C", "H", "C", "H", "H", "Cl", "N", "C", "C", "N", "H", "H", "H", "H", "H", "H", "H", "H"], "xyz": [[2.926, 2.677, 4.023], [2.426, 1.405, 3.665], [2.499, 1.276, 2.225], [2.137, 0.612, 4.357], [3.113, 2.520, 1.717], [3.330, 3.375, 2.856], [3.834, 4.344, 2.838], [3.056, 3.034, 5.047], [2.447, 0.356, 1.650], [3.481, 2.630, 0.699], [0.905, 2.731, 1.756], [-1.635, 0.705, -0.494], [-1.923, -0.472, 0.962], [-3.218, -0.987, 1.055], [-4.021, -0.516, 0.475], [-3.467, -2.110, 1.839], [-4.455, -2.564, 1.820], [-2.453, -2.630, 2.652], [-2.662, -3.492, 3.280], [-1.193, -2.032, 2.668], [-0.404, -2.435, 3.311], [-0.929, -0.931, 1.847], [0.046, -0.430, 1.893], [0.424, 0.045, -0.983], [1.198, -1.219, -0.589], [0.887, -1.914, 0.202], [2.589, -1.311, -0.977], [3.132, -2.234, -0.752], [3.231, -0.211, -1.506], [4.318, -0.226, -1.633], [2.532, 0.972, -1.784], [3.096, 1.825, -2.160], [1.167, 1.080, -1.623], [0.627, 1.966, -1.973], [-0.531, 1.387, 0.299], [-0.014, -1.382, -2.022], [0.431, -1.384, -3.780], [0.595, -2.659, -4.357], [-0.024, -3.476, -3.987], [1.589, -2.851, -5.313], [1.829, -3.859, -5.655], [2.292, -1.741, -5.801], [3.151, -1.881, -6.450], [1.884, -0.444, -5.465], [2.374, 0.437, -5.900], [0.863, -0.272, -4.529], [0.434, 0.707, -4.316], [-1.206, -2.713, -1.570], [-0.851, -3.876, -0.869], [0.183, -4.017, -0.539], [-1.822, -4.844, -0.593], [-1.533, -5.735, -0.040], [-3.142, -4.670, -1.013], [-3.903, -5.403, -0.746], [-3.493, -3.519, -1.723], [-4.524, -3.363, -2.041], [-2.540, -2.540, -1.995], [-2.836, -1.621, -2.514], [-2.931, 0.792, -1.180], [-2.268, 2.898, -0.046], [-0.066, 4.707, 1.649], [-0.587, 5.095, 2.985], [-1.564, 4.027, 3.410], [-1.044, 2.683, 3.034], [0.618, 5.369, 1.292], [-0.815, 4.637, 0.961], [0.258, 5.086, 3.672], [-1.056, 6.090, 2.984], [-1.773, 4.053, 4.488], [-2.496, 4.170, 2.861], [-0.779, 2.173, 3.875], [-1.744, 2.103, 2.568]], "lowdin_charge": [-0.128, -0.104, -0.247, 0.112, -0.229, -0.106, 0.112, 0.105, 0.086, 0.089, 0.969, 0.411, -0.344, -0.122, 0.102, -0.075, 0.109, -0.079, 0.106, -0.084, 0.107, -0.124, 0.081, -0.377, -0.234, 0.110, -0.059, 0.125, -0.082, 0.116, -0.094, 0.116, -0.143, 0.119, -0.079, 0.719, -0.242, -0.075, 0.108, -0.064, 0.112, -0.066, 0.108, -0.066, 0.115, -0.079, 0.109, -0.271, -0.076, 0.109, -0.069, 0.109, -0.066, 0.112, -0.072, 0.112, -0.101, 0.104, -0.019, 0.075, -0.091, -0.227, -0.230, -0.051, 0.097, 0.005, 0.109, 0.127, 0.126, 0.107, 0.089, 0.049], "e_above_lowest_kj_mol": 278.04, "lumo_ev": [-2.38, -4.33], "total_energy_ev": -67654.022, "s_squared": 2.0382, "multiplicity": 3, "charge": 1, "homo_ev": [-8.929, -10.018]}



Question: The highest charge belongs to which entry?
Answer: C31H34IrN7O4



Question: Look up the charge of the third one.
Answer: +1



Question: Among the records above, which one has the highest charge?
Answer: C31H34IrN7O4